11 unconnected molecules or ions with the total composition C28H55BrCl20NO2, computed with wB97M-V/def2-TZVPD.

XYZ file:
```
107
Properties=species:S:1:pos:R:3
O -2.13150 1.01135 -0.24417
C -3.15009 0.63341 -1.02244
C -3.00777 -0.23072 -2.40847
C -1.85135 -1.39264 -2.38783
C -1.73158 -1.83172 -3.99133
N -0.21131 -1.74410 -4.24199
C 0.26679 -1.13041 -5.53917
C 0.65791 0.45944 -5.45633
C -0.61034 1.49388 -5.56837
Br -1.67571 1.33487 -7.26358
C 0.51954 -1.46226 -2.94649
O -0.48012 -1.03866 -1.91145
H -4.24268 0.99418 -0.71757
H -4.03415 -0.74141 -2.68517
H -2.77763 0.55028 -3.27360
H -2.11599 -2.40213 -1.82745
H -2.32362 -1.12493 -4.72552
H -2.15784 -2.92693 -4.08311
H 0.00584 -2.77355 -4.40447
H -0.49236 -1.35506 -6.41254
H 1.26619 -1.71390 -5.83194
H 1.37241 0.67866 -6.38736
H 1.29768 0.71700 -4.50465
H -0.15420 2.59681 -5.57387
H -1.34481 1.46912 -4.63994
H 1.49230 -0.81192 -2.95273
H 0.78036 -2.55036 -2.54236
Cl -0.04255 2.18683 5.01050
C -0.30454 1.90964 3.27025
C 0.03998 0.48733 2.85690
Cl 1.78903 0.16477 2.95030
H 0.28788 2.64477 2.71676
H -1.36233 2.10802 3.07423
H -0.25784 0.32035 1.81755
H -0.47538 -0.24956 3.48101
Cl 6.55790 0.12601 4.13175
C 5.33101 -1.11900 3.78727
C 5.46874 -2.32874 4.69835
Cl 6.94596 -3.26318 4.35686
H 5.41706 -1.39723 2.73233
H 4.35407 -0.65007 3.93685
H 4.62324 -3.00612 4.54634
H 5.48653 -2.03837 5.75357
Cl -6.08635 -0.41092 0.61603
C -6.53471 0.33775 2.16923
C -5.82843 1.66598 2.39172
Cl -4.07861 1.46173 2.65318
H -6.31025 -0.37659 2.96739
H -7.61748 0.49176 2.14508
H -6.22756 2.15340 3.28611
H -5.96858 2.34375 1.54372
Cl -4.70124 1.68997 5.91424
C -3.39728 2.51767 6.80225
C -3.56646 2.40375 8.30921
Cl -4.96632 3.33230 8.90093
H -3.37561 3.56242 6.47708
H -2.45835 2.04673 6.49676
H -2.68312 2.80662 8.81343
H -3.69197 1.36262 8.62291
Cl -2.15915 0.82669 -10.56910
C -0.70009 1.14815 -11.53955
C 0.27360 -0.01972 -11.51693
Cl 1.02264 -0.23997 -9.91618
H -0.23756 2.06569 -11.16285
H -1.03613 1.33240 -12.56416
H 1.08742 0.16171 -12.22518
H -0.21642 -0.95817 -11.79496
Cl -2.91205 -4.68310 -6.17716
C -1.45299 -4.36164 -7.14761
C -0.47929 -5.52951 -7.12499
Cl 0.26974 -5.74976 -5.52424
H -0.99046 -3.44410 -6.77091
H -1.78903 -4.17739 -8.17222
H 0.33452 -5.34808 -7.83324
H -0.96932 -6.46796 -7.40302
Cl 2.42055 -3.92737 6.19516
C 2.63991 -4.70022 7.78530
C 3.87471 -4.18572 8.50855
Cl 5.38310 -4.70257 7.71510
H 2.68417 -5.78306 7.63290
H 1.74451 -4.47557 8.37223
H 3.90059 -4.58304 9.52752
H 3.87982 -3.09284 8.56935
Cl 2.82793 2.26475 -8.23984
C 4.13189 3.09245 -7.35182
C 3.96271 2.97854 -5.84486
Cl 2.56284 3.90708 -5.25314
H 4.15356 4.13720 -7.67699
H 5.07082 2.62151 -7.65731
H 4.84605 3.38141 -5.34065
H 3.83720 1.93741 -5.53116
Cl -10.08038 2.94718 8.38412
C -8.77642 3.77488 9.27213
C -8.94560 3.66096 10.77909
Cl -10.34547 4.58951 11.37081
H -8.75475 4.81963 8.94696
H -7.83749 3.30394 8.96665
H -8.06226 4.06383 11.28331
H -9.07112 2.61983 11.09279
Cl 10.54206 -0.51898 1.17571
C 10.09370 0.22969 2.72891
C 10.79998 1.55792 2.95140
Cl 12.54981 1.35367 3.21286
H 10.31816 -0.48465 3.52707
H 9.01093 0.38371 2.70476
H 10.40085 2.04534 3.84579
H 10.65983 2.23569 2.10340
```

Values from the calculation:
* HOMO level: -11.53 eV
* orbital gap: 8.82 eV
* charge: +1


A molecular structure, C22H17InO4Sb, computed with wB97M-V/def2-TZVPD.

XYZ file:
```
45
Properties=species:S:1:pos:R:3
In -2.24786 -1.76156 -0.92779
O -0.54443 -4.24583 -0.40132
C -1.20089 -3.32215 -0.60594
C -3.24235 -0.16258 -1.22744
O -3.81739 0.82035 -1.39772
C -2.93368 -1.85470 0.85112
O -3.31905 -1.89044 1.93554
C -1.56777 -1.67256 -2.70889
O -1.12926 -1.59848 -3.77108
H -3.36388 -3.06656 -1.42252
H -3.79573 -2.39814 -1.55415
C 4.27078 -2.04271 0.74128
C 3.13520 -2.51402 1.40472
C 1.89693 -1.91274 1.17570
C 1.78644 -0.83539 0.28702
C 2.92333 -0.36436 -0.37904
C 4.16514 -0.96849 -0.14976
Sb -0.17060 -0.03664 -0.06187
C -0.74865 0.59893 1.90983
C -1.97708 1.25061 2.07876
C -2.37180 1.68902 3.34629
C -1.53963 1.48192 4.44997
C -0.31039 0.83746 4.28494
C 0.08521 0.39677 3.01773
C 0.19658 1.30693 -1.68931
C -0.06532 2.67069 -1.51553
C 0.15865 3.56735 -2.56497
C 0.64771 3.10205 -3.78956
C 0.91549 1.74032 -3.96313
C 0.69087 0.84366 -2.91340
H 5.22975 -2.51408 0.91358
H 3.21167 -3.34934 2.08909
H 1.01703 -2.29270 1.68014
H 2.84933 0.45677 -1.07732
H 5.04513 -0.61067 -0.66762
H -2.62470 1.41735 1.22926
H -3.32318 2.19093 3.47464
H -1.84278 1.82377 5.43096
H 0.33864 0.68220 5.13790
H 1.04145 -0.08816 2.90990
H -0.44627 3.03377 -0.56970
H -0.04757 4.62135 -2.42957
H 0.82077 3.79593 -4.60209
H 1.29723 1.38050 -4.90967
H 0.90693 -0.20632 -3.04900
```

Values from the calculation:
* HOMO level: -17.74 eV
* energy above the lowest of the compared OMol25 structures with the same formula, charge and spin: 670.6 kJ/mol
* orbital gap: 4.93 eV
* charge: +3


CH3NO2S2 in the gas phase, computed with wB97M-V/def2-TZVPD.

XYZ file:
```
9
Properties=species:S:1:pos:R:3
C -0.43053 0.25665 0.12350
N 0.36518 -0.69065 -0.58565
O 1.29318 0.59463 -3.35847
O -0.23371 -0.88284 -1.89506
S -0.72293 1.88994 -0.72756
S -0.10082 0.18487 -3.10453
H -1.35121 -0.41771 0.47124
H 0.00884 0.33622 1.12671
H 1.25672 -0.43211 -0.94108
```

Values from the calculation:
* multiplicity: 3
* HOMO level (spin up / spin down): -8.00 / -9.65 eV
* energy above the lowest of the compared OMol25 structures with the same formula, charge and spin: 102.8 kJ/mol
* orbital gap (spin up / spin down): 8.75 / 6.87 eV
* <S²>: 2.0073
* charge: 0


A molecular structure, C18H38CrOP2, computed with wB97M-V/def2-TZVPD.

XYZ file:
```
60
Properties=species:S:1:pos:R:3
P -0.13156 -2.05805 -1.98097
P 0.21939 1.99702 -2.26797
C -0.51489 -0.71778 -3.19810
C 0.41890 0.51285 -3.32150
H -1.58257 -0.43730 -3.12324
H -0.45582 -1.23994 -4.16753
H 1.48822 0.22450 -3.31027
H 0.24028 0.93701 -4.32623
C -1.27755 2.84627 -2.83636
H -1.63529 3.53413 -2.05341
H -2.06249 2.12285 -3.09537
H -1.01887 3.42619 -3.73287
C 1.55500 3.12045 -2.74412
H 1.23270 3.66359 -3.64484
H 2.47329 2.56318 -2.97832
H 1.75669 3.85274 -1.94838
C -1.28606 -3.37343 -2.42537
H -1.32702 -4.11796 -1.61737
H -0.93381 -3.87614 -3.34047
H -2.29331 -2.96173 -2.59589
C 1.51916 -2.65043 -2.42434
H 2.22781 -1.82637 -2.60861
H 1.43795 -3.24820 -3.34915
H 1.92319 -3.29934 -1.63480
Cr 1.29585 -1.67291 2.57884
C 0.05703 2.10570 -0.45450
C -1.29353 1.69315 -0.06155
C -1.96377 0.47430 -0.47604
C -1.64104 -0.84178 0.26860
C -0.39913 -1.63139 -0.24395
C 0.94568 -1.20135 0.32452
C 1.62228 0.00656 -0.20609
C 1.21966 1.38364 0.35550
C 0.02612 -2.83250 3.78021
H 0.20792 3.19029 -0.28693
H -1.74353 2.27063 0.75018
H -1.83661 0.28743 -1.55132
H -3.04577 0.68400 -0.37167
H -1.49711 -0.64227 1.34349
H -2.52460 -1.50375 0.19730
H -0.55164 -2.63780 0.20390
H 1.65143 -2.07675 0.40536
H 1.51656 0.04178 -1.30596
H 2.71000 -0.13467 -0.03923
H 0.96750 1.27488 1.42006
H 2.10575 2.03851 0.32673
H 0.24789 -2.85902 4.85881
H -0.03894 -3.86641 3.40527
H -0.96459 -2.35468 3.64131
C -1.09161 0.43585 4.25145
C 0.32154 0.90481 3.98161
C 1.03152 1.33029 5.25675
O 1.18820 0.03347 3.28254
H -1.11750 -0.56985 4.67492
H -1.70162 0.45646 3.34293
H -1.57628 1.10924 4.96700
H 0.23160 1.81488 3.36808
H 1.22615 0.46077 5.89490
H 1.99444 1.78316 5.00976
H 0.44681 2.05124 5.83269
```

Values from the calculation:
* multiplicity: 5
* HOMO level (spin up / spin down): -4.48 / -4.49 eV
* energy above the lowest of the compared OMol25 structures with the same formula, charge and spin: 1.2 kJ/mol
* orbital gap (spin up / spin down): 4.30 / 4.31 eV
* <S²>: 6.0250
* charge: 0


Values for E, Eh, ordered as above
-13082.5878, -1578.3397, -1041.3404, -2510.7582
Values for largest force on an atom, eV/Å, ordered as above
8.2, 13.5, 2.7, 3.0